# C3H5ClO

C3H5ClO in the gas phase in a non-equilibrium geometry (the ωB97M-V functional and the def2-TZVPD basis, OMol25).

Element x y z (Å)
C 1.1870 -0.3199 0.6489
C -0.1349 0.4856 0.2267
C -0.0857 1.7959 -0.1221
H 1.5899 -1.1069 -1.2614
H 1.8712 0.3296 1.1698
H 1.0372 -1.2314 1.2457
H 0.8823 2.2323 -0.1555
H -0.9946 2.2808 -0.3814
O 1.9616 -0.5530 -0.5037
Cl -1.5222 -0.5794 -0.0652

Atoms 1-6, force components in eV/Å:
-1.2 0.8 -1.4
1.7 -0.1 0.0
-0.6 -3.2 0.9
0.1 1.0 2.1
-0.3 0.4 0.7
-0.5 0.3 -0.3

As for the charge: 0. The value obtained for the highest occupied orbital energy is -0.3524 Eh. Its SMILES is C=C(Cl)CO. For the energy, the calculation gives -652.688034 hartree. The calculation puts the relative energy (zero: lowest compared OMol25 entry of this formula, charge and spin) at 28.4 kcal/mol. The max |F| comes out at 3.4 eV/Å.

Atomic partial charges in e from the Mulliken method, atoms 1 to 8:
1. C -0.52
2. C 0.52
3. C -0.78
4. H 0.32
5. H 0.26
6. H 0.32
7. H 0.28
8. H 0.30